Record 1
Formula: C2H9N4
Source: the OMol25 dataset
Level of theory: the ωB97M-V functional and the def2-TZVPD basis

Geometry (Å):
1 C -0.50 0.41 -0.25
2 C 0.36 -0.86 -0.01
3 N 0.19 1.26 -1.18
4 N 0.77 -1.49 -1.07
5 N 0.61 -1.13 1.24
6 N -0.82 0.94 1.07
7 H -1.72 0.04 -0.70
8 H -0.50 2.08 -1.43
9 H 0.85 1.96 -0.66
10 H 0.76 -2.50 -0.94
11 H 0.71 -1.16 -1.95
12 H 0.20 -0.47 1.92
13 H 1.09 -1.97 1.47
14 H -0.26 1.76 1.20
15 H -1.72 1.14 1.28

Values from the calculation:
**Energy above the lowest of the compared OMol25 structures with the same formula, charge and spin**: 1.6161 eV
**Charge**: +1
**HOMO-LUMO gap**: 10.65 eV
**Highest occupied orbital energy**: -14.350 eV

=====

Record 2
Formula: C9H22O9SV
Source: the OMol25 dataset
Level of theory: the ωB97M-V functional and the def2-TZVPD basis

Geometry (Å):
1 O 1.80 -1.43 -2.31
2 V 1.51 0.09 -1.76
3 O 0.92 -0.08 -0.35
4 C 4.31 0.13 0.28
5 C 4.75 0.56 -1.13
6 C 5.70 -0.51 -1.65
7 O 3.67 0.86 -1.97
8 H 3.82 -0.83 0.19
9 H 3.59 0.81 0.74
10 H 5.19 0.05 0.93
11 H 5.30 1.49 -0.99
12 H 6.15 -0.30 -2.63
13 H 5.12 -1.40 -1.90
14 H 6.42 -0.81 -0.90
15 C -0.55 2.91 -4.41
16 C 0.36 1.91 -3.68
17 O 1.49 1.62 -4.16
18 O 0.01 1.34 -2.66
19 H -1.35 2.33 -4.87
20 H 0.06 3.44 -5.14
21 H -1.02 3.63 -3.74
22 C -2.01 -1.78 -0.59
23 O -0.85 -2.63 -0.71
24 H -2.85 -2.31 -0.14
25 H -1.88 -0.85 -0.04
26 H -2.30 -1.39 -1.56
27 H -0.64 -3.05 0.13
28 O -4.38 -1.45 1.88
29 S -4.52 -0.87 3.20
30 O -5.30 -1.54 4.27
31 O -3.00 -0.56 3.81
32 C -2.02 -0.05 2.90
33 C -0.92 -1.07 2.90
34 C -5.10 0.91 3.04
35 H -1.57 0.84 3.34
36 H -2.42 0.16 1.90
37 H -1.25 -1.93 2.32
38 H -0.60 -1.38 3.90
39 H -0.06 -0.68 2.36
40 H -4.49 1.49 2.34
41 H -4.90 1.30 4.04
42 H -6.16 1.03 2.81

Values from the calculation:
**Energy above the lowest of the compared OMol25 structures with the same formula, charge and spin**: 2.5008 eV
**Charge**: -1
**HOMO-LUMO gap**: 7.23 eV
**Highest occupied orbital energy**: -5.073 eV